[1]
16
Properties=species:S:1:pos:R:3 method="wB97M-V/def2-TZVPD" orbital_gap_ev=10.42 total_energy_ev=-28692.761 lumo_ha=-0.1507 charge=+1 e_above_lowest_ev=0.840
C 0.84 0.10 0.86
C 2.24 -0.47 -1.10
C -1.94 0.24 -1.84
C -0.86 0.85 2.44
N 1.42 -0.01 -0.14
N -1.68 -0.05 -0.68
N 3.25 -1.13 -0.78
O 0.45 0.37 1.96
F 1.77 -0.14 -2.25
F -2.44 -0.68 -2.66
Cl -1.75 -1.61 -0.03
H -1.99 1.21 -2.18
H -1.62 0.63 1.73
H -0.78 1.90 2.83
H -0.96 0.15 3.28
H 4.05 -1.37 -1.43

[2]
31
Properties=species:S:1:pos:R:3 method="wB97M-V/def2-TZVPD" orbital_gap_ev=9.06 total_energy_ev=-17254.929 lumo_ha=-0.0010 e_above_lowest_ev=13.363
C 0.49 -0.57 -2.42
C 1.38 -0.70 -1.17
C 1.11 -1.71 -0.13
C 1.91 -1.48 1.15
C 1.53 0.01 1.80
C 0.16 -0.28 2.27
C -1.45 0.39 0.62
C -1.23 1.75 0.93
C -1.80 2.64 0.03
C -2.20 2.16 -1.22
C -2.30 -0.01 -0.28
H -1.17 0.33 -3.17
H -0.49 -1.29 -2.37
H 1.00 -1.30 -3.12
H 2.64 -1.10 -1.76
H 1.51 0.72 -0.70
H 1.51 -2.72 -0.18
H -0.04 -1.90 0.05
H 3.06 -1.86 1.05
H 1.05 -2.33 1.96
H 1.97 0.19 2.94
H 1.60 0.95 1.14
H 0.50 -0.98 3.09
H 0.03 0.64 2.83
H -0.42 2.24 1.73
H -2.00 3.66 0.41
H -2.50 2.68 -2.17
H -2.60 -1.16 -0.43
N -2.60 0.88 -1.28
O 0.26 0.70 -3.17
O -0.90 -0.55 1.56

[3]
73
Properties=species:S:1:pos:R:3 method="wB97M-V/def2-TZVPD" orbital_gap_ev=5.70 total_energy_ev=-53155.776 lumo_ha=-0.1320 charge=+1 e_above_lowest_ev=0.000
C -1.00 1.77 5.30
O -1.69 2.19 4.11
C -1.64 1.47 2.88
C -2.66 0.27 2.99
C -2.97 -0.33 4.21
C -4.04 -1.24 4.29
C -4.70 -1.66 3.14
C -4.30 -1.17 1.90
C -3.33 -0.17 1.85
C -0.16 1.05 2.75
N 0.27 -0.20 2.47
C -0.54 -1.24 1.83
C 1.63 -0.41 2.74
C 2.27 0.77 3.11
C 3.65 0.80 3.34
C 4.36 -0.41 3.23
C 3.70 -1.60 2.90
C 2.32 -1.62 2.67
S 1.12 2.10 3.24
H -0.42 2.63 5.65
H -1.76 1.52 6.04
H -0.32 0.89 5.18
H -2.41 -0.10 5.11
H -4.34 -1.60 5.27
H -5.51 -2.38 3.21
H -4.76 -1.53 0.97
H -3.05 0.25 0.88
H 0.13 -2.06 1.56
H -1.29 -1.64 2.53
H -1.01 -0.88 0.90
H 4.12 1.74 3.59
H 5.44 -0.41 3.41
H 4.26 -2.53 2.82
H 1.79 -2.54 2.44
C -7.55 4.80 4.89
N -7.28 4.07 3.67
C -8.45 3.61 2.95
C -6.02 3.70 3.27
C -5.86 2.76 2.23
C -4.60 2.45 1.75
C -3.44 3.01 2.27
C -2.03 2.53 1.86
C -1.80 2.26 0.39
C -0.53 2.46 -0.30
C 0.71 3.00 0.03
C 1.70 3.13 -0.96
C 1.44 2.82 -2.31
C 0.17 2.36 -2.69
C -0.77 2.19 -1.68
N -2.12 1.91 -1.84
C -2.81 1.74 -3.10
C -2.74 1.99 -0.62
C -3.59 3.96 3.30
C -4.83 4.26 3.83
H -6.62 5.12 5.36
H -8.17 5.68 4.66
H -8.11 4.17 5.60
H -8.27 3.61 1.87
H -8.74 2.59 3.25
H -9.29 4.28 3.17
H -6.72 2.24 1.79
H -4.56 1.69 0.98
H -1.35 3.39 2.05
H 0.89 3.31 1.05
H 2.69 3.48 -0.68
H 2.22 2.95 -3.06
H -0.08 2.13 -3.72
H -2.09 1.46 -3.87
H -3.58 0.96 -2.99
H -3.32 2.67 -3.41
H -3.82 1.89 -0.61
H -2.70 4.45 3.70
H -4.89 4.94 4.68

[4]
54
Properties=species:S:1:pos:R:3 method="wB97M-V/def2-TZVPD" orbital_gap_ev=8.04 total_energy_ev=-41273.007 lumo_ha=-0.0024 smiles="CCCCN(CC)CCNC(=O)c1ccc2c(Cl)c3c(nc2c1)CCC3" e_above_lowest_ev=0.219
C -5.07 1.40 2.16
C -5.76 1.26 0.80
C -4.87 0.59 -0.25
C -3.67 1.46 -0.63
N -3.04 1.00 -1.86
C -2.23 -0.19 -1.65
C -1.74 -0.83 -2.94
C -2.43 2.06 -2.62
C -1.36 2.93 -1.92
N -0.14 2.22 -1.62
C 0.21 1.90 -0.35
O -0.43 2.26 0.62
C 1.45 1.06 -0.24
C 2.53 1.20 -1.12
C 3.65 0.43 -0.98
C 3.73 -0.53 0.04
C 4.86 -1.38 0.24
Cl 6.23 -1.28 -0.82
C 4.85 -2.26 1.28
C 3.70 -2.30 2.11
N 2.65 -1.57 1.97
C 2.64 -0.68 0.95
C 1.52 0.15 0.79
C 3.89 -3.34 3.17
C 5.41 -3.61 3.16
C 5.87 -3.25 1.73
H -5.76 1.82 2.89
H -4.21 2.05 2.09
H -4.75 0.43 2.52
H -6.66 0.66 0.92
H -6.07 2.24 0.44
H -4.53 -0.37 0.14
H -5.45 0.41 -1.15
H -2.94 1.49 0.20
H -4.03 2.48 -0.81
H -1.38 -0.01 -0.97
H -2.89 -0.92 -1.15
H -2.55 -0.90 -3.66
H -1.37 -1.83 -2.73
H -0.92 -0.27 -3.39
H -2.00 1.64 -3.53
H -3.23 2.74 -2.93
H -1.12 3.78 -2.57
H -1.74 3.31 -0.97
H 0.36 1.80 -2.39
H 2.50 1.95 -1.90
H 4.48 0.55 -1.66
H 0.70 0.05 1.49
H 3.33 -4.24 2.89
H 3.52 -3.01 4.14
H 5.90 -2.94 3.87
H 5.65 -4.63 3.42
H 5.84 -4.13 1.08
H 6.88 -2.85 1.70